Record 1
Density functional theory data (the ωB97M-V functional and the def2-TZVPD basis) for a single C8H5NO3 molecule at a distorted geometry.

Its structure (SMILES) is O=c1[nH]c2ccccc2c(=O)o1. As for the LUMO energy: -0.262 eV. The highest occupied orbital energy is -9.445 eV.

Cartesian coordinates (Å):
O: -3.0734 -2.3267 -0.5208
C: -2.0210 -1.7857 -0.3159
N: -1.8696 -0.2524 -0.2280
C: -0.5994 0.3956 -0.2273
C: -0.3178 1.6995 -0.5448
C: 1.0726 2.1202 -0.4381
C: 2.0100 1.2954 -0.0696
C: 1.6336 -0.0410 0.4663
C: 0.2658 -0.4266 0.5407
C: 0.0290 -1.9489 0.8522
O: 0.8190 -2.5591 1.7104
O: -0.9527 -2.6158 0.1583
H: -2.4705 0.2373 -0.6890
H: -1.2453 2.1930 -0.8634
H: 1.2905 3.1598 -0.6714
H: 2.9573 1.5670 0.0926
H: 2.4719 -0.7117 0.7478

***

Record 2
Density functional theory data (the ωB97M-V functional and the def2-TZVPD basis) for a single C8H5NO3 molecule at a distorted geometry.

Its structure (SMILES) is N#Cc1cc(C=O)cc(O)c1O. As for the LUMO energy: -1.669 eV. The highest occupied orbital energy is -9.481 eV.

Cartesian coordinates (Å):
N: -3.2816 -2.2537 0.5211
C: -2.2405 -1.6172 0.2440
C: -1.0845 -0.6459 0.1512
C: 0.2196 -1.1854 -0.4565
C: 1.3268 -0.3726 -0.5061
C: 2.6080 -1.1718 -0.2964
O: 3.7366 -0.6869 0.8349
C: 1.3422 0.9793 0.0137
C: 0.1257 1.4505 -0.1403
O: -0.1083 2.7659 0.3085
C: -1.1399 0.8178 -0.2315
O: -2.3546 1.4410 -0.0560
H: 0.0815 -2.3689 -0.6723
H: 2.6567 -2.2311 -0.6943
H: 2.2354 1.4105 0.2623
H: -1.0135 2.8982 0.6867
H: -3.1096 0.7704 0.0312

***

Record 3
Density functional theory data (the ωB97M-V functional and the def2-TZVPD basis) for a molecular structure, C8H5O3 at a distorted geometry.

As for the LUMO energy: 3.458 eV. As for the net charge: -1. The highest occupied orbital energy is -4.501 eV.

Cartesian coordinates (Å):
C: -0.6684 2.5757 -0.3574
C: -1.2382 1.4234 -0.2932
C: 0.6376 2.7090 -0.0426
C: 1.3069 1.4953 0.1271
C: -1.2156 0.1659 -0.2134
C: 0.7536 0.2748 0.0537
C: -2.3088 -0.8758 -0.2210
C: 0.8564 -2.1506 0.1939
O: -3.3692 -0.3368 0.2061
O: -2.1203 -1.9665 -0.7259
O: 1.4607 -0.8554 0.3605
H: 1.2703 3.6380 -0.0013
H: 2.3970 1.4913 0.3816
H: 1.6889 -2.8795 0.3485
H: 0.4466 -2.3193 -0.7527
H: 0.1024 -2.3898 0.9360

***

Record 4
Density functional theory data (the ωB97M-V functional and the def2-TZVPD basis) for 2 unconnected molecules or ions with the total composition C8H6BrO2P at a distorted geometry.

As for the LUMO energy (alpha / beta): -2.761 / -2.367 eV. The highest occupied orbital energy (alpha / beta) is -7.283 / -8.232 eV.

Cartesian coordinates (Å):
C: -0.4218 -2.9854 -0.8463
C: 1.2529 3.1571 0.1053
C: -0.0434 -1.7058 -0.5301
C: 0.3478 2.7210 1.0671
C: -1.1540 -3.4608 0.2628
C: 1.6310 2.0609 -0.5856
C: -0.6486 -1.3640 0.6992
C: 0.1944 1.3490 0.8820
O: -1.2832 -2.4742 1.1591
O: 1.0108 0.9474 -0.1149
P: -0.9791 0.1521 1.5259
Br: -2.4507 1.0609 -1.7127
H: -0.2440 -3.6579 -1.6462
H: 1.4898 4.2194 0.0567
H: 0.5620 -1.1952 -1.2315
H: -0.0349 3.4577 1.6948
H: -1.6094 -4.3266 0.6599
H: 2.3806 2.0444 -1.4455

***

Record 5
Density functional theory data (the ωB97M-V functional and the def2-TZVPD basis) for a molecular structure, C8H6BrO4 at a distorted geometry.

As for the LUMO energy (alpha / beta): 3.141 / 2.555 eV. Its spin multiplicity is 3. As for the expectation value of S²: 2.0212. As for the net charge: -1. The highest occupied orbital energy (alpha / beta) is -1.864 / -5.119 eV.

Cartesian coordinates (Å):
C: 0.5855 1.9750 4.0916
C: -0.4182 1.5525 3.5804
C: -1.2773 0.8068 2.8239
C: -0.6384 1.0736 0.9181
C: -0.7779 -0.2367 0.2173
C: 0.9468 -1.7341 0.0328
C: -0.4028 -0.2092 -1.2698
C: 0.9475 -0.9140 -1.2886
O: 0.0696 -1.2777 0.8626
O: -2.1409 -0.6363 0.2421
O: 1.7505 -2.5837 0.3298
O: -2.3421 0.2613 2.9626
Br: 1.2663 1.6207 0.8778
H: 1.4843 2.4963 4.1545
H: -1.0780 -0.7759 -1.7531
H: -0.5846 0.8699 -1.5079
H: 1.7147 -0.2731 -1.0454
H: 1.3112 -1.5728 -2.1551
H: -2.6217 -0.4003 1.0919

***

Record 6
Density functional theory data (the ωB97M-V functional and the def2-TZVPD basis) for a molecular structure, C8H6ClI2OP at a distorted geometry.

As for the LUMO energy: -1.275 eV. The highest occupied orbital energy is -8.174 eV.

Cartesian coordinates (Å):
C: -2.2244 -0.8703 0.5995
C: -1.0719 -1.6430 0.8774
C: -0.8711 0.9097 -0.3594
C: -2.1591 0.3941 0.0861
C: 0.2032 0.1294 -0.0528
C: 0.0961 -1.0903 0.4882
C: -3.4489 1.1503 -0.0217
C: 4.2789 0.3513 -0.7363
O: -3.5566 2.3508 -0.2800
P: 2.0606 0.3949 -0.4926
Cl: 1.5718 -1.7784 1.0928
I: 5.2359 2.0267 0.2083
I: 4.8731 -1.5748 -0.0990
H: -3.1827 -1.2682 1.0625
H: -1.1665 -2.5528 1.4701
H: -0.6701 1.7735 -0.9010
H: -4.2939 0.4459 0.0883
H: 2.0459 -0.6663 -1.5740
H: 2.2796 1.5177 -1.4563

***

Record 7
Density functional theory data (the ωB97M-V functional and the def2-TZVPD basis) for a single C8H6ClNO3 molecule at a distorted geometry.

As for the LUMO energy (alpha / beta): -1.072 / -1.072 eV. The highest occupied orbital energy (alpha / beta) is -9.374 / -9.375 eV.

Cartesian coordinates (Å):
C: 1.9572 -1.3630 1.1937
C: 0.7358 -2.1865 0.8505
C: 2.3029 -0.1596 0.7973
C: -0.1709 -1.6892 0.0631
C: 0.3276 0.4169 -0.3231
C: -1.6168 -1.5230 -0.3883
C: -1.0361 0.8529 -0.3914
C: -1.4134 1.9203 -1.4271
N: 1.4155 0.7785 0.2403
O: 1.8379 1.9501 0.2936
O: -2.5131 -2.3375 -0.3044
O: -1.9310 -0.2394 -0.7210
Cl: -1.5932 1.4395 1.1848
H: 2.6530 -1.9832 1.6692
H: 0.7294 -3.1634 1.2858
H: 3.2482 0.3928 1.0455
H: -2.5030 2.3540 -1.3057
H: -1.5875 1.6921 -2.5013
H: -0.8426 2.8477 -1.2614

***

Record 8
Density functional theory data (the ωB97M-V functional and the def2-TZVPD basis) for a molecular structure, C8H6F5IS at a distorted geometry.

As for the LUMO energy: -1.877 eV. The highest occupied orbital energy is -5.784 eV.

Cartesian coordinates (Å):
F: -2.5571 1.8530 -0.8096
C: -1.6198 1.4544 -1.7087
F: -2.2536 0.8797 -2.7323
F: -0.9968 2.5902 -2.1069
C: -0.5837 0.5444 -1.0725
C: 0.6381 0.2445 -1.7131
C: 1.6159 -0.6272 -1.0229
C: 1.3088 -1.0996 0.2225
C: 0.0642 -0.7649 0.8192
C: -0.2968 -1.2214 2.1852
F: 0.4117 -2.2651 2.6072
F: -1.6163 -1.4430 2.3077
S: 0.0311 0.2590 3.3870
C: -0.8705 0.0385 0.1870
H: 0.8674 0.7048 -2.7610
H: 2.5665 -0.8909 -1.4488
H: 2.0110 -1.7346 0.7654
H: -0.2676 1.2964 2.5571
H: 1.3922 0.2775 3.3894
H: -1.8168 0.2679 0.6840
I: 1.9719 -0.3635 -3.7358

***

Record 9
Density functional theory data (the ωB97M-V functional and the def2-TZVPD basis) for a single C8H6N2O3S molecule at a distorted geometry.

As for the LUMO energy: 0.245 eV. The highest occupied orbital energy is -9.310 eV.

Cartesian coordinates (Å):
C: 1.6826 1.4936 0.9049
C: 0.3102 1.5612 0.6737
C: 2.3575 0.2224 1.1155
C: -0.3759 0.3608 0.4696
C: 1.6044 -0.9194 0.8619
C: 0.2949 -0.8034 0.4658
C: 1.9316 -3.2405 0.5449
C: -0.9010 -2.2966 -1.4880
N: 2.2182 -2.1920 0.9694
N: -1.9600 -1.9004 -2.0006
O: -2.2099 -1.7267 -3.2370
O: 1.9376 -4.3595 0.2466
O: -3.0865 -1.7357 -1.2301
S: -0.5946 -2.4412 0.3251
H: 2.3464 2.4135 0.9710
H: -0.1942 2.4118 0.3613
H: 3.4482 0.1358 1.2408
H: -1.4327 0.4334 0.0605
H: -0.1515 -2.6231 -2.1715
H: -3.8648 -1.9789 -1.7251

***

Record 10
Density functional theory data (the ωB97M-V functional and the def2-TZVPD basis) for a molecular structure, C8H6N2O5Pd at a distorted geometry.

As for the LUMO energy (alpha / beta): -8.561 / -10.881 eV. Its spin multiplicity is 3. As for the expectation value of S²: 2.0063. As for the net charge: +2. The highest occupied orbital energy (alpha / beta) is -17.056 / -16.976 eV.

Cartesian coordinates (Å):
O: 3.2229 1.7807 -1.7606
C: 2.3251 1.2845 -1.2704
Pd: -0.3486 -0.1926 0.1904
O: -1.4834 2.7473 0.0419
C: -1.1494 1.6484 0.1338
C: 0.7612 -1.8639 0.0785
O: 1.4973 -2.7385 -0.0497
C: 0.5693 0.2773 1.9139
O: 1.2112 0.6179 2.8099
C: -0.9714 -0.4995 -1.6898
O: -1.1903 -0.6064 -2.8258
C: -4.0874 -3.4219 1.6615
N: -3.7500 -2.0718 2.0486
C: -4.4999 -1.3225 3.0296
C: -2.7365 -1.5119 1.4950
N: -1.8260 -1.0089 0.9977
H: -4.9570 -3.6203 2.2796
H: -3.2787 -4.1213 1.9010
H: -4.3503 -3.4804 0.5994
H: -3.8816 -1.0674 3.8975
H: -4.9451 -0.4222 2.5915
H: -5.2726 -2.0314 3.3088